The following is a DFT calculation (ωB97M-V/def2-TZVPD) of a molecular structure, C26H34BF6N6OsPSi2 at a distorted geometry.

Each line ends with the Mulliken charge.
Atoms and positions in Å:
Os1 0.553 0.527 -0.726  0.907
C1 4.275 -1.699 -0.862  -1.215
C2 4.156 -2.708 -0.020  -0.720
C3 2.826 -2.991 0.476  -0.867
C4 1.751 -2.174 0.112  0.509
N1 2.033 -0.872 -0.496  0.861
C5 3.260 -0.741 -0.852  -0.106
N2 0.577 -2.720 0.306  -0.320
C6 -0.466 -2.281 -0.313  -0.266
N3 -0.666 -1.060 -0.834  1.500
C7 -2.003 -1.167 -1.471  -0.927
N4 -2.587 -0.038 -2.170  -0.254
C8 -2.141 1.152 -2.166  0.447
C9 -3.156 2.074 -2.705  -0.615
C10 -2.926 3.370 -2.667  -0.709
C11 -1.678 3.897 -2.417  -0.690
C12 -0.685 3.085 -1.827  0.177
N5 -0.858 1.771 -1.701  0.398
C13 -2.537 -2.363 -1.297  0.268
C14 -3.793 -2.950 -1.688  -0.879
C15 -4.067 -4.250 -1.364  -0.705
C16 -3.065 -5.107 -0.756  -0.754
C17 -1.890 -4.481 -0.304  -0.492
C18 -1.632 -3.153 -0.675  0.942
H1 5.149 -1.210 -1.242  0.569
H2 4.882 -3.444 0.304  0.482
H3 2.659 -3.797 1.155  0.519
H4 3.671 0.136 -1.242  0.499
H5 -3.863 1.381 -3.120  0.535
H6 -3.703 3.988 -3.044  0.520
H7 -1.466 4.945 -2.601  0.494
H8 0.299 3.400 -1.435  0.152
H9 -4.521 -2.429 -2.269  0.555
H10 -4.971 -4.822 -1.619  0.387
H11 -3.233 -6.151 -0.573  0.487
H12 -1.352 -5.159 0.307  0.495
F1 1.183 -0.112 -2.762  -0.624
P1 1.166 -1.501 -3.893  1.375
F2 2.762 -1.489 -3.728  -0.386
F3 1.310 -0.386 -5.008  -0.365
F4 1.134 -2.484 -2.647  -0.364
F5 1.163 -2.668 -4.941  -0.334
F6 -0.442 -1.328 -3.826  -0.371
B1 3.126 4.345 -0.576  0.349
C19 2.473 2.973 -0.723  0.080
N6 1.903 1.981 -0.863  -0.458
H13 2.258 4.886 0.144  -0.035
H14 2.874 4.850 -1.673  -0.035
H15 4.259 4.216 -0.169  -0.131
C20 0.770 -1.018 3.449  -1.300
Si1 1.486 0.506 2.600  0.458
C21 1.709 2.012 3.755  -1.385
C22 3.212 0.172 1.979  -0.888
C23 0.179 1.027 1.241  -0.814
Si2 -1.678 1.048 2.022  0.035
C24 -1.631 2.204 3.548  -1.226
C25 -2.680 2.099 0.818  -0.850
C26 -2.395 -0.600 2.388  -0.873
H16 1.544 -1.270 4.162  0.543
H17 0.516 -1.884 2.817  0.257
H18 -0.156 -0.817 4.008  0.411
H19 2.747 2.043 4.123  0.455
H20 1.008 2.139 4.580  0.421
H21 1.594 2.975 3.210  0.375
H22 3.928 0.449 2.735  0.644
H23 3.459 0.735 1.107  0.214
H24 3.427 -0.901 1.792  0.165
H25 0.459 2.107 1.215  0.429
H26 -1.416 3.245 3.289  0.357
H27 -1.040 1.868 4.380  0.311
H28 -2.689 2.278 3.871  0.403
H29 -1.972 2.792 0.323  0.081
H30 -3.386 2.734 1.353  0.612
H31 -3.230 1.532 0.065  0.249
H32 -3.220 -0.318 3.068  0.507
H33 -1.702 -1.252 3.000  0.233
H34 -2.843 -1.149 1.568  0.294

Its total charge is +1. The calculation puts the highest occupied orbital energy (alpha / beta) at -0.37551 / -0.44660 Ha. Its molecular weight is 832.8 g mol⁻¹. Its HOMO-LUMO gap (alpha / beta) is 0.2486 / 0.1875 Eh. Its multiplicity is 6. The total energy is -80941.8541 eV.

=====

The following is a DFT calculation (ωB97M-V/def2-TZVPD) of a molecular structure, C8H6BiCeCl2N2O3 at a distorted geometry.

Each line ends with the Mulliken charge.
Atoms and positions in Å:
Ce1 0.457 -0.127 -4.313  1.193
Bi1 0.072 1.308 -1.497  1.116
Cl1 -1.897 1.026 -3.496  -0.308
Cl2 2.308 -1.584 -3.406  -0.266
C1 -0.843 -0.477 -0.485  0.229
C2 0.389 1.281 -6.404  0.231
C3 0.442 -1.242 -6.493  0.233
O1 -1.117 -1.126 0.445  -0.027
O2 0.230 1.795 -7.434  0.037
O3 0.518 -1.689 -7.562  0.064
N1 1.923 -0.340 1.659  -0.088
C4 1.479 0.894 2.007  0.832
C5 1.580 1.379 3.327  -0.534
C6 1.122 2.665 3.587  -0.388
C7 0.521 3.406 2.562  -0.629
C8 0.378 2.823 1.313  0.246
N2 0.879 1.602 1.021  -0.146
H1 1.762 -0.706 0.726  0.117
H2 2.464 -0.898 2.299  0.316
H3 2.041 0.728 4.068  0.424
H4 1.236 3.102 4.574  0.509
H5 0.146 4.415 2.716  0.452
H6 -0.123 3.342 0.493  0.387

Its total charge is +4. The calculation puts the highest occupied orbital energy (alpha / beta) at -0.81700 / -0.81740 Ha. Its molecular weight is 598.1 g mol⁻¹. Its HOMO-LUMO gap (alpha / beta) is 0.1262 / 0.1266 Eh. Its multiplicity is 2. The calculation puts the relative energy (zero: lowest compared OMol25 entry of this formula, charge and spin) at 2.288 eV. The total energy is -61280.3216 eV.

=====

The following is a DFT calculation (ωB97M-V/def2-TZVPD) of a molecular structure, C24H32N4O6 at a distorted geometry.

Each line ends with the natural charge from an NBO analysis.
Atoms and positions in Å:
C1 3.723 2.006 -0.886  -0.606
H1 3.026 2.530 -1.483  0.195
H2 4.749 2.671 -1.103  0.185
H3 3.495 1.914 0.062  0.181
C2 3.887 0.437 -1.722  -0.214
C3 4.479 0.628 -2.887  -0.623
H4 4.590 -0.399 -3.204  0.217
H5 3.902 1.325 -3.741  0.201
H6 5.454 1.218 -2.943  0.234
H7 4.564 -0.003 -0.920  0.229
C4 2.482 0.050 -1.706  -0.388
H8 2.655 -1.033 -2.254  0.187
H9 1.911 0.203 -2.532  0.250
C5 1.761 -0.290 -0.385  -0.176
N1 0.968 0.757 -0.149  -0.584
C6 -0.394 0.886 -0.179  0.650
O1 -0.923 -0.052 -0.927  -0.673
C7 -0.932 2.095 0.345  -0.079
C8 -2.092 2.736 0.214  0.127
N2 -2.163 3.855 1.079  -0.565
C9 -0.897 3.999 1.234  0.280
N3 -0.202 3.125 1.078  -0.440
H10 -0.515 4.972 1.931  0.152
H11 -3.015 4.422 1.313  0.461
C10 -3.526 2.347 -0.433  0.679
O2 -4.431 2.873 0.048  -0.570
N4 -3.514 0.860 -0.912  -0.646
C11 -4.719 0.556 -1.287  -0.265
H12 -4.784 -0.060 -2.151  0.184
C12 -5.055 -0.758 -0.188  0.823
O3 -4.470 -0.791 0.709  -0.513
O4 -6.161 -1.438 -0.827  -0.558
C13 -6.648 -2.480 0.087  0.294
C14 -5.649 -3.744 0.208  -0.600
H13 -4.829 -3.323 0.834  0.206
H14 -5.209 -3.719 -0.706  0.215
H15 -6.044 -4.471 0.550  0.179
C15 -7.847 -2.997 -0.521  -0.607
H16 -7.504 -3.287 -1.747  0.160
H17 -8.447 -3.729 -0.205  0.216
H18 -8.490 -2.296 -0.766  0.205
C16 -7.316 -1.950 1.661  -0.606
H19 -7.980 -1.249 1.314  0.202
H20 -7.722 -2.974 1.975  0.213
H21 -6.449 -1.608 1.952  0.207
H22 -5.404 1.073 -1.223  0.176
H23 -2.564 0.410 -0.950  0.464
H24 1.536 1.310 0.630  0.442
C17 2.717 -0.683 0.592  0.806
O5 2.824 -0.011 1.688  -0.625
O6 3.223 -1.936 0.427  -0.517
C18 4.285 -2.367 1.292  -0.104
C19 5.746 -1.751 0.770  -0.041
C20 6.152 -0.769 1.585  -0.165
C21 7.349 -0.160 1.105  -0.252
C22 7.900 -0.520 0.079  -0.203
C23 7.310 -1.800 -0.820  -0.085
C24 6.108 -2.327 -0.201  -0.260
H25 5.800 -3.105 -0.722  0.223
H26 7.963 -2.160 -1.334  0.151
H27 8.813 -0.222 -0.607  0.225
H28 7.684 0.777 1.564  0.216
H29 5.634 -0.259 2.282  0.231
H30 3.884 -2.128 2.472  0.215
H31 4.289 -3.610 1.307  0.205
H32 1.067 -1.267 -0.568  0.279

The calculation puts the highest occupied orbital energy at -0.29603 Ha. Its molecular weight is 472.5 g mol⁻¹. Its HOMO-LUMO gap is 0.2955 Eh. Its multiplicity is 1. The calculation puts the relative energy (zero: lowest compared OMol25 entry of this formula, charge and spin) at 25.973 eV. The total energy is -43630.3566 eV.

=====

The following is a DFT calculation (ωB97M-V/def2-TZVPD) of a single C3H3N3O2 molecule at a distorted geometry.

Each line ends with the natural charge from an NBO analysis.
Atoms and positions in Å:
O1 2.228 0.310 0.543  -0.573
C1 1.125 -0.037 0.994  0.768
O2 0.748 -0.109 2.249  -0.651
C2 0.142 -0.208 -0.069  -0.060
C3 -1.237 -0.298 -0.096  -0.126
N1 -1.667 -0.140 -1.388  -0.248
N2 -0.637 0.120 -2.169  -0.026
N3 0.382 0.181 -1.329  -0.298
H1 -0.317 0.060 2.414  0.522
H2 -2.087 -0.645 0.466  0.236
H3 1.319 0.767 -1.614  0.457

The calculation puts the highest occupied orbital energy at -0.38641 Ha. The SMILES is O=C(O)c1cnn[nH]1. Its molecular weight is 113.1 g mol⁻¹. Its HOMO-LUMO gap is 0.3774 Eh. Its multiplicity is 1. The calculation puts the relative energy (zero: lowest compared OMol25 entry of this formula, charge and spin) at 3.213 eV. The total energy is -11722.7445 eV.

=====

The following is a DFT calculation (ωB97M-V/def2-TZVPD) of a molecular structure, C18H30AlBCl4MgN4O16S at a distorted geometry.

Each line ends with the Mulliken charge.
Atoms and positions in Å:
N1 0.973 -0.391 -5.887  -0.463
C1 2.207 -0.845 -5.242  -0.909
C2 1.958 -1.166 -3.806  0.208
C3 0.980 -0.555 -3.040  0.338
C4 0.901 -0.938 -1.692  -0.846
N2 1.635 -1.809 -1.036  -0.652
N3 2.519 -2.387 -1.856  0.037
C5 2.710 -2.130 -3.124  -0.313
H1 1.162 -0.201 -6.864  0.224
H2 0.354 -1.198 -5.916  0.252
H3 2.667 -1.663 -5.802  0.459
H4 2.899 0.001 -5.278  0.289
H5 0.301 0.191 -3.452  0.162
H6 0.126 -0.441 -1.073  1.229
H7 3.092 -3.098 -1.417  0.254
H8 3.490 -2.670 -3.641  0.483
C6 -2.068 0.966 -5.503  0.625
Cl1 -1.110 2.004 -4.428  -0.144
Cl2 -2.768 1.825 -6.855  -0.145
H9 -1.420 0.192 -5.887  -0.132
H10 -2.877 0.531 -4.927  -0.132
C7 2.772 -1.559 4.394  -1.729
C8 2.031 -1.169 3.117  1.048
C9 0.515 -1.013 3.305  -0.499
O1 -0.199 -2.231 3.392  -0.434
C10 -0.187 -2.845 4.670  -0.701
N4 2.337 -2.134 2.058  -0.714
H11 2.643 -2.612 4.645  0.237
H12 3.843 -1.392 4.272  0.385
H13 2.439 -0.964 5.247  0.340
H14 2.419 -0.184 2.799  0.120
H15 0.116 -0.505 2.421  0.080
H16 0.281 -0.369 4.165  0.626
H17 -0.191 -2.105 5.474  0.305
H18 0.673 -3.509 4.782  0.258
H19 -1.087 -3.453 4.752  0.260
H20 1.911 -1.786 1.206  0.203
H21 1.829 -2.992 2.259  0.360
B1 -6.969 -0.012 -3.787  1.323
O2 -7.323 1.417 -3.577  -0.552
C11 -7.567 1.624 -2.310  0.676
O3 -7.879 2.647 -1.775  -0.591
C12 -7.377 0.289 -1.577  0.771
O4 -7.531 0.127 -0.348  -0.572
O5 -7.045 -0.625 -2.379  -0.500
O6 -7.890 -0.673 -4.679  -0.482
C13 -7.191 -1.174 -5.716  0.041
O7 -7.645 -1.801 -6.621  -0.549
C14 -5.715 -0.849 -5.486  0.783
O8 -4.798 -1.152 -6.184  -0.625
O9 -5.624 -0.162 -4.332  -0.409
C15 5.377 1.665 5.652  0.032
C16 4.503 2.733 6.268  -0.347
O10 3.731 2.037 7.255  -0.303
S1 4.601 0.843 7.872  1.103
O11 5.182 1.273 9.090  -0.550
O12 3.842 -0.349 7.787  -0.507
O13 5.746 0.822 6.751  -0.315
H22 4.821 1.063 4.929  -0.034
H23 6.263 2.074 5.175  0.329
H24 3.851 3.207 5.539  0.306
H25 5.099 3.496 6.775  0.297
O14 0.965 2.192 -1.423  -0.535
C17 1.782 1.939 -0.464  0.646
C18 1.691 3.116 0.704  -0.019
O15 2.543 2.887 1.707  -0.305
H26 2.870 1.915 -0.710  0.238
H27 1.628 0.973 0.073  -0.436
H28 0.584 3.147 0.931  0.079
H29 1.850 4.076 0.194  0.324
Al1 -7.126 -0.290 1.501  0.470
Cl3 1.954 1.865 3.080  0.096
Mg1 -1.611 -1.580 -1.755  0.043
Cl4 -7.253 1.049 -7.109  -0.446
O16 -0.875 2.667 1.688  -0.683
H30 -1.344 2.127 1.033  0.236

The calculation puts the highest occupied orbital energy at -0.23491 Ha. Its molecular weight is 794.4 g mol⁻¹. Its HOMO-LUMO gap is 0.0475 Eh. Its multiplicity is 1. The total energy is -131504.9265 eV.

=====

The following is a DFT calculation (ωB97M-V/def2-TZVPD) of a gas-phase ion, C6H17N2 (charge +1) at a distorted geometry.

Each line ends with the natural charge from an NBO analysis.
Atoms and positions in Å:
C1 -1.860 2.103 0.096  -0.646
C2 -1.225 1.568 -1.192  -0.257
N1 -1.306 0.079 -1.287  -0.655
C3 -0.115 -0.485 -1.917  -0.243
C4 1.068 -0.493 -0.911  -0.243
N2 0.535 -0.345 0.473  -0.549
C5 0.762 -1.516 1.423  -0.208
C6 1.842 -1.233 2.432  -0.652
H1 -2.547 2.906 -0.138  0.242
H2 -1.137 2.531 0.786  0.209
H3 -2.491 1.358 0.578  0.224
H4 -1.819 1.923 -2.038  0.214
H5 -0.228 2.004 -1.332  0.198
H6 -2.101 -0.143 -1.880  0.400
H7 0.147 0.026 -2.840  0.209
H8 -0.334 -1.510 -2.223  0.218
H9 1.789 0.292 -1.119  0.232
H10 1.551 -1.465 -0.995  0.232
H11 -0.501 -0.321 0.325  0.475
H12 0.835 0.535 0.885  0.434
H13 -0.191 -1.761 1.894  0.226
H14 0.980 -2.363 0.781  0.219
H15 1.653 -0.356 3.049  0.230
H16 2.850 -1.265 2.020  0.235
H17 1.843 -2.071 3.130  0.255

Its total charge is +1. The calculation puts the highest occupied orbital energy at -0.50237 Ha. The SMILES is CCNCC[NH2+]CC. Its molecular weight is 117.2 g mol⁻¹. Its HOMO-LUMO gap is 0.4037 Eh. Its multiplicity is 1. The calculation puts the relative energy (zero: lowest compared OMol25 entry of this formula, charge and spin) at 0.771 eV. The total energy is -9471.2629 eV.